{"formula": "C16H10BrInN2O5", "method": "ωB97M-V/def2-TZVPD", "species": ["In", "Br", "C", "C", "C", "C", "O", "C", "C", "N", "C", "C", "C", "C", "C", "C", "C", "C", "N", "C", "C", "H", "H", "H", "H", "H", "H", "H", "H", "H", "H", "O", "O", "O", "O"], "xyz": [[-1.440, -2.021, -0.241], [-1.864, 1.645, 6.080], [-2.077, 0.779, 4.472], [-3.225, -0.049, 4.278], [-3.354, -0.749, 3.142], [-2.297, -0.758, 2.087], [-2.771, -0.969, 0.870], [-1.241, 0.311, 2.259], [-0.238, 0.590, 1.245], [-0.029, -0.042, 0.149], [1.118, 0.269, -0.611], [2.316, 0.538, 0.031], [3.511, 0.757, -0.663], [3.542, 0.660, -2.023], [2.363, 0.351, -2.737], [2.382, 0.166, -4.136], [1.229, -0.121, -4.828], [0.040, -0.188, -4.125], [0.025, -0.023, -2.806], [1.140, 0.192, -2.033], [-1.131, 0.971, 3.459], [-3.990, -0.079, 5.042], [-4.236, -1.339, 2.925], [0.371, 1.469, 1.471], [2.341, 0.514, 1.112], [4.411, 0.983, -0.108], [4.461, 0.811, -2.574], [3.326, 0.246, -4.660], [1.231, -0.285, -5.895], [-0.920, -0.381, -4.585], [-0.295, 1.634, 3.644], [-0.535, -2.451, 1.586], [-1.324, -1.877, 2.585], [-1.209, -0.094, -2.196], [-1.628, -1.459, -2.214]], "lowdin_charge": [1.2753, 1.0287, -0.5886, -0.0498, 0.1333, -0.5174, -0.1111, -0.0184, -0.0077, 0.0872, -0.1442, 0.0406, -0.0068, 0.0278, -0.1051, 0.0773, 0.0320, 0.0685, -0.0089, -0.0185, -0.0383, 0.1298, 0.1601, 0.1544, 0.1347, 0.1340, 0.1402, 0.1476, 0.1398, 0.1715, 0.1278, -0.2186, -0.0909, -0.0912, -0.1949], "e_homo_ev": -15.21, "relative_energy_kj_mol": 37.7, "charge": 2}

---

{"formula": "C5H9NSi", "method": "ωB97M-V/def2-TZVPD", "species": ["C", "C", "C", "C", "C", "N", "Si", "H", "H", "H", "H", "H", "H", "H", "H", "H"], "xyz": [[1.043, 1.682, 0.032], [2.147, 0.931, -0.064], [-0.266, 1.186, 0.217], [0.022, -1.143, -0.145], [-2.152, -0.396, -0.028], [-0.741, -0.035, -0.053], [1.834, -0.912, 0.003], [1.206, 2.824, 0.151], [3.157, 1.192, -0.320], [-1.011, 1.995, 0.295], [-2.289, -0.657, 1.111], [-2.664, 0.484, -0.272], [-2.483, -1.192, -0.575], [2.689, -1.901, -1.013], [-0.565, -2.030, -0.657], [2.454, -1.080, 1.426]], "lowdin_charge": [-0.2179, -0.2452, -0.1585, -0.2512, -0.0249, -0.2609, 0.5824, 0.1305, 0.0413, 0.1162, 0.1515, 0.0692, 0.0529, -0.0358, 0.0994, -0.0488], "e_homo_ev": -6.99, "relative_energy_kj_mol": 283.1, "charge": 0}

---

{"formula": "C14H13Cl12F10NO8S2", "method": "ωB97M-V/def2-TZVPD", "species": ["C", "C", "C", "O", "O", "C", "C", "N", "C", "O", "O", "S", "O", "O", "C", "F", "F", "C", "F", "F", "F", "S", "O", "O", "C", "F", "F", "C", "F", "F", "F", "H", "H", "H", "H", "H", "H", "H", "H", "H", "Cl", "C", "Cl", "Cl", "H", "Cl", "C", "Cl", "Cl", "H", "Cl", "C", "Cl", "Cl", "H", "Cl", "C", "Cl", "Cl", "H"], "xyz": [[2.114, -1.363, 3.525], [2.778, -1.064, 2.131], [1.904, -1.475, 0.926], [2.439, -2.015, 0.017], [0.593, -1.157, 0.954], [-0.212, -1.997, 0.125], [-0.668, -1.302, -1.192], [-1.242, 0.052, -0.953], [-0.848, 1.012, -1.960], [-0.988, 0.800, -3.077], [-0.249, 2.252, -1.608], [0.964, 1.992, -0.512], [0.445, 1.814, 0.797], [1.737, 0.903, -1.012], [2.096, 3.469, -0.455], [1.584, 4.450, -1.212], [3.256, 3.100, -1.005], [2.425, 3.977, 0.987], [3.456, 4.829, 0.869], [1.419, 4.692, 1.471], [2.820, 3.026, 1.806], [-2.905, 0.019, -0.713], [-3.643, 0.189, -1.928], [-3.310, -1.216, -0.105], [-3.462, 1.404, 0.404], [-2.437, 1.937, 1.096], [-3.973, 2.395, -0.337], [-4.515, 0.929, 1.475], [-3.859, 0.167, 2.349], [-5.552, 0.310, 0.952], [-4.910, 2.004, 2.157], [1.182, -1.933, 3.380], [2.848, -1.935, 4.129], [1.945, -0.426, 4.090], [3.019, 0.017, 2.024], [3.752, -1.582, 2.083], [-1.151, -2.172, 0.693], [0.212, -2.997, -0.071], [0.162, -1.204, -1.915], [-1.410, -1.973, -1.676], [5.421, -2.929, -3.146], [3.778, -3.366, -2.665], [2.697, -3.357, -4.064], [3.755, -4.942, -1.871], [3.423, -2.627, -1.955], [-1.356, -2.372, 5.676], [-2.100, -0.775, 5.547], [-2.192, -0.001, 7.132], [-1.206, 0.237, 4.410], [-3.109, -0.899, 5.171], [-7.192, 0.659, -3.055], [-7.608, -0.124, -1.533], [-9.358, -0.119, -1.281], [-6.977, -1.771, -1.486], [-7.149, 0.439, -0.731], [7.526, 0.239, -3.786], [6.252, 0.296, -5.009], [4.754, 0.928, -4.316], [6.758, 1.271, -6.392], [6.066, -0.715, -5.354]], "lowdin_charge": [-0.0877, -0.1063, -0.5063, 0.1055, -0.0071, -0.1223, -0.1077, -0.1056, -0.5415, 0.2670, -0.0720, 0.7656, -0.2200, -0.2047, -0.4329, 0.1475, 0.1464, -0.5838, 0.1757, 0.1963, 0.2012, 0.7428, -0.2318, -0.2420, -0.4289, 0.1180, 0.1411, -0.5844, 0.1561, 0.1881, 0.1905, 0.0584, 0.0741, 0.0625, 0.1144, 0.1179, 0.1271, 0.1446, 0.1407, 0.1421, 0.5253, -1.5476, 0.5155, 0.5287, -0.0221, 0.5250, -1.5462, 0.5277, 0.5450, 0.0085, 0.5395, -1.5631, 0.5250, 0.5400, -0.0157, 0.5111, -1.5677, 0.5131, 0.5235, -0.0044], "e_homo_ev": -10.73, "charge": 0}